{"formula": "C4H6ClF", "method": "the ωB97M-V functional and the def2-TZVPD basis", "species": ["C", "C", "C", "C", "F", "Cl", "H", "H", "H", "H", "H", "H"], "xyz": [[1.53, -0.92, -0.12], [0.55, -0.47, -0.83], [-0.74, 0.14, -0.42], [-0.75, 0.88, 0.90], [-1.12, 1.04, -1.39], [-2.13, -1.11, -0.24], [1.63, -0.81, 0.94], [2.15, -1.44, -0.75], [0.83, -0.54, -1.84], [-1.63, 1.38, 1.16], [0.13, 1.55, 0.79], [-0.45, 0.29, 1.79]], "e_lumo_ev": 0.81, "multiplicity": 1, "e_homo_ha": -0.390, "smiles": "C=C[C@@](C)(F)Cl", "homo_lumo_gap_ev": 11.42, "de_lowest_kcal_mol": 17.8}

=====

{"formula": "C39H34NO3P2RhS", "method": "the ωB97M-V functional and the def2-TZVPD basis", "species": ["Rh", "O", "S", "C", "C", "C", "C", "C", "C", "P", "C", "C", "C", "C", "C", "C", "C", "C", "C", "C", "C", "C", "C", "C", "C", "C", "C", "C", "P", "C", "C", "C", "C", "C", "C", "C", "C", "C", "C", "C", "C", "H", "H", "H", "H", "H", "H", "H", "H", "H", "H", "H", "H", "H", "H", "H", "H", "H", "H", "H", "H", "H", "H", "H", "H", "H", "H", "H", "H", "N", "C", "C", "C", "O", "O", "H", "H", "H", "H", "H", "H"], "xyz": [[0.63, 0.23, 0.92], [0.49, -3.70, 0.82], [0.21, -2.46, 0.08], [0.94, -2.56, -1.54], [1.15, -3.82, -2.08], [1.56, -3.91, -3.40], [1.73, -2.76, -4.16], [1.57, -1.51, -3.59], [1.20, -1.39, -2.25], [1.34, 0.19, -1.39], [3.12, 0.39, -1.11], [4.09, 0.38, -2.07], [5.45, 0.50, -1.73], [5.84, 0.65, -0.37], [4.92, 0.64, 0.62], [3.47, 0.44, 0.35], [0.71, 1.45, -2.50], [1.49, 2.41, -3.14], [0.89, 3.36, -3.96], [-0.48, 3.35, -4.14], [-1.27, 2.40, -3.50], [-0.68, 1.45, -2.68], [-1.53, -2.39, -0.37], [-2.06, -3.27, -1.29], [-3.42, -3.23, -1.57], [-4.23, -2.31, -0.92], [-3.69, -1.44, 0.02], [-2.34, -1.47, 0.31], [-1.59, -0.43, 1.59], [-2.77, 0.88, 1.95], [-3.14, 1.76, 0.93], [-4.02, 2.80, 1.20], [-4.52, 2.97, 2.49], [-4.15, 2.10, 3.50], [-3.28, 1.06, 3.24], [-1.36, -1.45, 3.04], [-0.29, -1.16, 3.89], [-0.08, -1.93, 5.02], [-0.93, -2.99, 5.30], [-2.00, -3.28, 4.46], [-2.22, -2.52, 3.33], [0.98, -4.70, -1.47], [1.73, -4.88, -3.85], [2.02, -2.84, -5.20], [1.74, -0.62, -4.18], [3.83, 0.26, -3.11], [6.20, 0.48, -2.51], [6.89, 0.76, -0.14], [5.22, 0.75, 1.66], [3.34, -0.97, 1.77], [2.56, 2.42, -3.01], [1.50, 4.10, -4.46], [-0.94, 4.09, -4.78], [-2.34, 2.39, -3.65], [-1.30, 0.70, -2.19], [-1.43, -3.99, -1.80], [-3.84, -3.91, -2.29], [-5.29, -2.27, -1.14], [-4.34, -0.74, 0.53], [-2.77, 1.63, -0.08], [-4.32, 3.48, 0.41], [-5.21, 3.78, 2.69], [-4.54, 2.24, 4.50], [-2.99, 0.38, 4.03], [0.37, -0.33, 3.68], [0.75, -1.71, 5.68], [-0.77, -3.60, 6.18], [-2.66, -4.11, 4.68], [-3.04, -2.76, 2.67], [-0.01, 2.50, 0.71], [1.10, 3.45, 0.96], [2.42, 2.89, 0.47], [2.65, 1.53, 1.07], [2.19, 1.27, 2.19], [2.97, -0.83, 0.88], [-0.41, 2.65, -0.22], [-0.76, 2.67, 1.37], [1.14, 3.63, 2.03], [0.91, 4.41, 0.48], [3.26, 3.53, 0.77], [2.46, 2.83, -0.62]], "e_lumo_ev": [-5.26, -7.16], "total_charge": 2, "multiplicity": 5, "e_homo_ha": [-0.478, -0.524], "homo_lumo_gap_ev": [7.74, 7.10], "s_squared": 6.053}

=====

{"formula": "C3H11N2O2S", "method": "the ωB97M-V functional and the def2-TZVPD basis", "species": ["N", "C", "C", "S", "C", "N", "O", "H", "H", "H", "H", "H", "H", "H", "H", "H", "H", "H", "O"], "xyz": [[-0.99, 0.35, 0.07], [0.15, -0.12, -0.82], [-0.23, -1.50, -1.47], [-1.50, -1.64, -2.84], [1.21, -0.42, 0.32], [2.45, 0.00, 0.32], [0.79, -1.24, 1.19], [-1.91, 0.22, -0.25], [-0.95, -0.20, 1.06], [-0.79, 1.30, 0.50], [0.19, 0.63, -1.64], [0.67, -2.08, -1.69], [-0.65, -2.13, -0.59], [-2.66, -1.97, -2.20], [3.03, -0.12, 1.09], [2.63, 0.78, -0.29], [-1.26, 2.99, 2.40], [0.29, 2.65, 2.64], [-0.48, 2.50, 2.17]], "e_lumo_ev": -3.12, "total_charge": 1, "multiplicity": 1, "e_homo_ha": -0.481, "homo_lumo_gap_ev": 9.97, "de_lowest_kcal_mol": 40.9}

=====

{"formula": "C2H6N2O2", "method": "the ωB97M-V functional and the def2-TZVPD basis", "species": ["C", "C", "N", "N", "O", "O", "H", "H", "H", "H", "H", "H"], "xyz": [[2.31, -0.53, 0.00], [-2.54, 0.18, 0.00], [0.08, -0.36, -0.03], [1.10, 0.33, 0.00], [1.27, 1.53, 0.04], [-1.39, 0.91, -0.02], [2.03, -1.57, 0.09], [2.94, -0.22, 0.83], [2.84, -0.35, -0.93], [-2.69, -0.41, -0.91], [-3.33, 0.94, 0.05], [-2.63, -0.46, 0.88]], "e_lumo_ev": -0.69, "multiplicity": 1, "e_homo_ha": -0.367, "homo_lumo_gap_ev": 9.28, "de_lowest_kcal_mol": 160.9}